A structure of composition C60H116AgCaN16O24, computed with ωB97M-V with the def2-TZVPD basis set.

ORCA input file:
```
! wB97M-V def2-TZVPD RIJCOSX def2/J DEFGRID3
* xyz -1 1
Ag 13.81428 22.56906 14.02364
Ca 14.22884 14.06088 12.42116
C 13.19050 18.12530 14.37872
C 13.66974 17.14751 13.57892
C 14.41290 17.40568 12.28142
O 14.93984 16.49312 11.59940
C 14.78812 18.66276 11.95192
C 14.16248 19.82456 12.67916
C 13.26476 19.54170 13.93068
O 12.95008 20.54356 14.57000
O 14.44498 21.01118 12.42250
O 13.40886 15.88058 13.83928
H 12.62014 17.90894 15.26994
H 15.41766 18.78408 11.08280
C 16.26513 10.38372 10.49492
C 17.54822 10.25752 10.11418
C 18.60316 11.33440 10.40063
O 19.86912 11.29606 10.09168
C 18.27294 12.45050 11.14810
C 16.93658 12.65844 11.58556
C 15.80032 11.56580 11.20698
O 14.63404 11.90722 11.47976
O 16.50171 13.70324 12.10514
O 17.76280 9.17220 9.38085
H 15.57998 9.59120 10.23242
H 19.02576 13.15414 11.47148
C 10.67932 23.55414 12.78070
O 11.88026 23.60632 13.06794
N 9.67810 23.54936 13.69546
C 8.34855 23.80974 13.18346
C 9.87799 23.82044 15.13846
H 10.23808 23.38282 11.78664
H 8.18104 24.88048 13.30002
H 8.23058 23.52588 12.13772
H 7.59884 23.44718 13.88674
H 9.39978 23.00316 15.67832
H 10.95150 23.95630 15.26962
H 9.41362 24.76358 15.42650
C 13.51428 22.38758 19.42900
O 13.35400 22.94744 20.52472
N 12.66914 21.52556 18.90116
C 12.99176 20.84174 17.66001
C 11.48194 21.04410 19.59320
H 14.43346 22.49582 18.83269
H 12.23714 20.97374 16.88460
H 13.26990 19.80240 17.83472
H 13.88966 21.12412 17.11034
H 11.78450 20.15236 20.14212
H 11.03166 21.70268 20.33592
H 10.73902 20.90918 18.80710
C 11.02858 12.64444 12.43072
O 12.16374 13.11002 12.54576
N 10.59056 11.49684 13.01544
C 9.31087 10.98246 12.57926
C 11.40072 10.63854 13.91468
H 10.19596 13.16020 11.92776
H 9.37730 10.18018 11.84440
H 8.62459 11.69142 12.11612
H 8.71152 10.50252 13.35290
H 12.25938 11.20894 14.26884
H 10.77624 10.34342 14.75790
H 11.77686 9.81486 13.30792
C 18.03556 18.61642 10.99570
O 18.06538 19.66166 10.35964
N 19.12636 17.85854 11.03072
C 19.13765 16.64676 11.76170
C 20.40135 18.35366 10.53238
H 17.17973 18.12038 11.47908
H 18.14238 16.21172 11.85268
H 19.37536 16.74548 12.82088
H 19.87260 15.94538 11.36668
H 21.09152 17.53514 10.32788
H 20.15582 19.05360 9.73370
H 20.86075 18.81868 11.40462
C 18.24206 15.23828 8.44862
O 19.15257 16.08846 8.41872
N 16.94136 15.45658 8.54852
C 15.98166 14.32232 8.28382
C 16.32632 16.76218 8.38446
H 18.35692 14.15720 8.62264
H 15.10910 14.68284 8.82856
H 16.22121 13.31214 8.61588
H 15.58234 14.40430 7.27292
H 17.00639 17.48293 8.83846
H 16.23694 17.11868 7.35828
H 15.41132 16.91228 8.95746
C 14.23186 23.08650 9.58585
O 13.28714 23.89170 9.45890
N 15.47146 23.21348 9.02441
C 16.57400 22.38350 9.39692
C 15.89764 24.44226 8.30460
H 14.17650 22.30662 10.36102
H 17.29330 22.29870 8.58236
H 16.26913 21.39290 9.73439
H 17.12982 22.81570 10.22901
H 16.50286 24.27634 7.41338
H 15.04120 25.08610 8.10440
H 16.57834 25.05508 8.89550
C 12.49658 14.60270 9.31420
O 13.11282 14.35460 10.33728
N 11.51356 15.55046 9.38886
C 10.48928 15.62642 8.33948
C 11.33526 16.43308 10.46050
H 12.64844 14.13276 8.33018
H 10.53514 14.74850 7.69506
H 10.71480 16.52416 7.76390
H 9.43262 15.71758 8.59095
H 11.44190 17.50167 10.27388
H 10.42430 16.34806 11.05298
H 12.08494 16.23702 11.22708
C 16.30570 19.85784 15.88186
O 16.87394 20.72362 15.25550
N 16.39606 18.52124 15.69384
C 15.75536 17.48172 16.59726
C 17.30798 17.93176 14.69694
H 15.56910 19.93800 16.69622
H 15.15596 17.86210 17.42438
H 16.46255 16.81472 17.09030
H 15.07696 16.91184 15.96234
H 18.25226 17.66350 15.17076
H 16.94478 17.09268 14.10354
H 17.44048 18.66392 13.90040
C 9.80626 19.48487 15.53218
O 9.38285 19.60740 16.62198
N 9.12614 19.57321 14.38744
C 9.72058 19.32754 13.09824
C 7.77022 20.01360 14.48576
H 10.85412 19.28394 15.26046
H 10.43826 18.52441 12.93084
H 10.21956 20.24716 12.79260
H 8.91055 19.17728 12.38454
H 7.10414 19.16414 14.33468
H 7.55582 20.41698 15.47542
H 7.57724 20.67356 13.64000
C 12.63332 15.92998 18.24854
O 13.53622 15.21786 18.73786
N 11.65236 16.43986 19.01656
C 10.37109 16.86607 18.35224
C 11.64072 16.43836 20.48484
H 12.50388 16.03794 17.16052
H 10.51478 16.97518 17.27728
H 9.99750 17.76760 18.83780
H 9.65009 16.08912 18.60640
H 11.55726 17.39190 21.00632
H 10.85790 15.78882 20.87648
H 12.60642 16.07629 20.83760
C 16.60554 23.14394 13.30452
O 15.76478 24.05542 13.47344
N 17.89116 23.28352 12.94050
C 18.65260 22.05204 12.74916
C 18.59242 24.54978 12.57362
H 16.26364 22.09838 13.35030
H 19.55926 22.11754 13.35062
H 18.93918 21.92968 11.70466
H 18.16706 21.17642 13.18006
H 18.22614 25.45442 13.05900
H 19.65861 24.50208 12.79512
H 18.42829 24.70820 11.50776
C 15.54386 24.40758 16.58668
O 14.67390 23.50800 16.53034
N 15.44630 25.57130 17.23575
C 14.39258 26.02160 18.13998
C 16.16698 26.80126 16.83288
H 16.44521 24.26862 15.96986
H 13.61562 25.32874 18.46302
H 13.86240 26.75352 17.53062
H 14.81448 26.45052 19.04888
H 15.42508 27.51658 16.47787
H 16.62105 27.22262 17.72975
H 16.94990 26.67926 16.08438
C 11.48074 21.00838 10.10802
O 10.34412 21.43766 10.27610
N 11.93430 20.31498 9.05462
C 13.21884 19.75890 9.25630
C 11.08492 19.77644 7.93456
H 12.23614 21.18536 10.88920
H 13.05400 18.93616 9.95204
H 13.93362 20.39542 9.77786
H 13.62194 19.45757 8.28943
H 11.06724 18.68802 7.87870
H 10.04410 20.04416 8.11652
H 11.48866 20.17097 7.00210
C 8.02673 15.66012 13.15040
O 8.33084 15.20734 12.06224
N 8.72500 15.74442 14.29868
C 10.13069 15.33190 14.18598
C 8.22664 16.21774 15.61800
H 7.03050 16.05446 13.40384
H 10.46714 15.35942 13.14958
H 10.25904 14.27202 14.40572
H 10.81756 15.89366 14.81904
H 7.19222 16.55232 15.69650
H 8.29574 15.47830 16.41584
H 8.83884 17.05044 15.96428
C 9.28762 25.80008 19.61534
O 8.20688 26.31626 19.89372
N 9.34660 24.70992 18.82448
C 10.58568 24.13652 18.32510
C 8.12772 24.15626 18.30192
H 10.24182 26.10576 20.07168
H 10.89762 24.73392 17.46842
H 10.65460 23.05750 18.18698
H 11.34226 24.36870 19.07462
H 7.91548 23.17056 18.71600
H 7.20826 24.69552 18.52974
H 8.15142 24.12650 17.21258
C 15.03990 13.01102 15.60376
O 14.82504 13.14656 14.38248
N 16.11076 13.51870 16.25865
C 16.42772 13.21856 17.66564
C 17.10638 14.28634 15.60114
H 14.37510 12.40924 16.24258
H 16.58666 14.05986 18.34020
H 17.33608 12.64280 17.84306
H 15.60464 12.60326 18.02904
H 17.96016 13.63430 15.41674
H 16.91006 14.73080 14.62542
H 17.49210 15.09218 16.22558
*
```

- Kohn-Sham gap: 5.03 eV
- Energy: -159522.831 eV
- Molecular weight: 1593.62 g mol⁻¹